1.
8
Properties=species:S:1:pos:R:3:mulliken_charge:R:1 method="wB97M-V/def2-TZVPD" gap_ev="7.7 / 7.7" total_energy_ha=-1028.4372 homo_energy_ev="-8.18 / -8.18" charge=0 e_lumo_ha="-0.0174 / -0.0174" max_force_ev_per_a=3.9
Cl 2.79236 0.22127 -0.03090 -0.11
C -0.61641 1.34015 -0.15222 -0.32
S -1.69492 0.17256 -0.03683 0.08
C 0.38479 -1.25266 -0.05284 0.14
N -0.90882 -1.24542 -0.21793 -0.49
H 0.68447 -2.20304 0.09043 0.48
H -0.38700 2.39076 -0.27426 0.40
C 1.21126 -0.21017 0.03318 -0.17

2.
10
Properties=species:S:1:pos:R:3:mulliken_charge:R:1 method="wB97M-V/def2-TZVPD" gap_ev=8.2 total_energy_ha=-1199.6805 homo_energy_ev=-4.74 charge=-1 e_lumo_ha=0.1259 max_force_ev_per_a=4.6 smiles="O=C([O-])[C@H](S)C(=O)Cl"
Cl 0.75052 -0.30785 2.52563 -0.18
H -1.39954 0.07592 0.85998 0.34
O 1.85642 1.24804 0.87911 -0.47
C -0.45664 0.38288 0.24869 -0.28
H -0.62317 0.61509 -2.14264 0.18
O -0.40325 -2.07905 0.04548 -0.61
C -0.15335 -1.11995 -0.65341 0.55
S -0.78808 1.49829 -1.12961 -0.33
C 0.87683 0.64810 1.14934 0.53
O 0.34028 -0.96145 -1.78257 -0.71

3.
9
Properties=species:S:1:pos:R:3:mulliken_charge:R:1 method="wB97M-V/def2-TZVPD" gap_ev="5.2 / 5.5" total_energy_ha=-1410.0494 homo_energy_ev="-7.49 / -7.40" charge=0 s_squared=8.76 e_lumo_ha="-0.0830 / -0.0712" multiplicity=6 max_force_ev_per_a=3.3
H -1.01590 -0.75602 1.06887 0.22
H 1.72515 -1.55958 -0.13355 0.33
F -0.93550 -2.68424 -0.15722 -0.73
Cr -1.73652 2.83998 -0.78743 0.76
C 1.02909 -0.75612 0.10289 -0.15
O 1.36476 0.55875 -0.31065 -0.32
O -0.18364 2.09107 0.19411 -0.67
C 0.05485 0.96241 -0.19823 0.62
C -0.30231 -0.69624 0.22121 -0.06

4.
8
Properties=species:S:1:pos:R:3:mulliken_charge:R:1 method="wB97M-V/def2-TZVPD" gap_ev="7.3 / 7.9" total_energy_ha=-1906.2950 homo_energy_ev="-8.32 / -8.96" charge=0 s_squared=0.75 e_lumo_ha="-0.0387 / -0.0404" multiplicity=2 max_force_ev_per_a=4.7
H -1.71136 0.30860 -0.57595 0.37
O 0.82021 0.88292 2.43075 -0.35
H 1.05559 0.50639 -0.34086 0.28
O -0.44528 -0.67675 -1.84602 -0.61
C 0.18022 0.03475 0.35907 -0.74
C -0.11058 0.52505 1.68760 -0.24
C -0.65719 0.04923 -0.75868 0.90
Cu 0.86839 -1.63020 -0.95592 0.39

5.
11
Properties=species:S:1:pos:R:3:mulliken_charge:R:1 method="wB97M-V/def2-TZVPD" gap_ev="8.3 / 5.4" total_energy_ha=-1333.4445 homo_energy_ev="-12.68 / -9.68" charge=+1 s_squared=9.32 e_lumo_ha="-0.1590 / -0.1578" multiplicity=6 max_force_ev_per_a=3.9
C 0.70244 -1.80348 0.32576 0.96
O 0.11139 -0.70547 0.59972 -0.53
O 2.06589 0.91785 -0.50648 -0.50
H 2.36125 -1.79025 1.62091 0.40
O 0.45179 2.11698 0.53353 -0.36
Li 2.99835 -0.77329 -0.75345 0.92
C 1.01879 1.29731 -0.09209 1.10
H 2.25358 -3.24468 0.41683 0.36
F 0.06816 -2.53383 -0.63007 -0.23
C 1.91066 -2.26445 0.74774 -1.42
Dy -0.56472 0.66060 2.90396 0.29

6.
9
Properties=species:S:1:pos:R:3:mulliken_charge:R:1 method="wB97M-V/def2-TZVPD" gap_ev="10.0 / 4.2" total_energy_ha=-1354.8942 homo_energy_ev="-23.70 / -21.25" charge=+3 s_squared=3.76 e_lumo_ha="-0.5038 / -0.6275" multiplicity=4 max_force_ev_per_a=5.6
C -1.29640 0.63398 0.27419 0.20
H -2.13388 -0.92502 -1.06645 0.44
Er 4.16532 0.68760 0.35971 1.88
C 0.72812 -0.07005 -0.11364 0.69
C -1.37764 -0.53181 -0.39501 0.09
O 0.04210 0.86120 0.52017 -0.15
O -0.07492 -0.98736 -0.58270 -0.10
O 1.95009 -0.14285 -0.15437 -0.44
H -2.00278 0.47431 1.15810 0.38